Record 1
Formula: C5H14
Source: the OMol25 dataset
Level of theory: the ωB97M-V functional and the def2-TZVPD basis

Cartesian coordinates (Å):
C 0.02 2.33 -0.65
C -0.31 2.55 0.84
C -0.77 -0.83 0.00
C 0.50 -1.52 -0.55
C 0.65 -2.89 0.04
H -0.30 -3.36 0.29
H 0.40 3.19 -1.18
H 1.46 -0.93 -0.22
H -1.14 1.98 1.22
H -0.91 2.04 -1.15
H 0.81 1.62 -0.69
H 0.92 -2.71 1.13
H -0.55 3.61 0.88
H 0.69 -1.41 -1.63
H 0.55 2.22 1.51
H -1.49 -1.61 0.20
H -1.33 -0.33 -0.77
H 1.39 -3.63 -0.27
H -0.60 -0.33 1.02

As for the SMILES: CCC.CC. The calculation puts the relative energy (zero: lowest compared OMol25 entry of this formula, charge and spin) at 28.1 kcal/mol. The HOMO-LUMO gap comes out at 11.8 eV. For the HOMO energy, the calculation gives -10.7 eV.

These are the natural (NBO) partial charges, in e, on atoms 1 to 2:
1. C -0.611
2. C -0.613

***

Record 2
Formula: C12H18B3Cl27FNO3
Source: the OMol25 dataset
Level of theory: the ωB97M-V functional and the def2-TZVPD basis

Cartesian coordinates (Å):
Cl -1.13 -3.71 1.71
Cl 6.61 7.11 0.36
Cl 6.97 4.23 0.52
Cl -6.01 2.01 5.09
Cl 2.72 3.69 -2.82
Cl -1.95 -5.84 -0.09
Cl 3.14 -7.16 -1.53
Cl 1.17 -5.05 -1.85
Cl -4.77 4.73 1.16
Cl -3.79 2.07 1.78
Cl 4.28 -9.39 -4.32
Cl 1.65 -10.55 -3.90
Cl 5.85 -3.07 1.79
Cl 3.73 -3.50 -0.18
Cl -0.33 -6.45 2.23
Cl -3.45 7.64 4.27
Cl -6.94 4.70 4.51
Cl 3.97 -12.27 -4.19
Cl -1.13 6.11 5.11
Cl 1.40 5.97 -4.03
Cl -4.45 4.30 5.96
Cl 6.17 5.46 -1.99
Cl 1.83 -6.77 -4.10
Cl 2.58 6.20 -1.38
Cl 3.34 -1.61 1.98
Cl -2.22 4.40 2.50
Cl -1.87 8.53 6.54
F -4.08 0.83 -2.42
O -1.75 2.21 -1.38
O -1.24 0.31 -0.05
O 0.52 1.69 -0.84
N 1.43 -0.98 -2.07
C -1.59 -5.41 1.58
C 6.06 5.54 -0.23
C 1.66 -6.68 -2.35
C 4.11 -3.13 1.50
C -2.46 7.14 5.64
C -3.33 3.72 1.32
C 1.00 -0.86 -0.65
C -3.26 0.07 -1.59
C 3.22 -10.75 -4.67
C 2.71 5.44 -2.97
C -4.11 -0.60 -0.49
C -5.53 3.66 4.71
B -0.39 2.38 -1.62
B -2.08 0.92 -0.98
B 0.10 0.41 -0.47
H -0.05 3.07 -2.53
H 1.55 -1.97 -2.28
H -4.07 -1.68 -0.52
H -3.09 6.55 6.30
H -2.49 -5.56 2.17
H -5.14 -0.26 -0.62
H 3.70 -3.92 2.11
H 3.65 5.75 -3.41
H 3.06 -10.78 -5.74
H 5.02 5.43 0.04
H 0.88 -7.36 -2.05
H -2.83 3.67 0.36
H 0.68 -0.70 -2.69
H -2.80 -0.71 -2.21
H -3.74 -0.26 0.48
H 1.89 -0.84 -0.01
H -4.99 3.65 3.78
H 0.41 -1.73 -0.33

As for the SMILES: C[C@@H](F)B1OBOB(CN)O1.ClC(Cl)Cl.ClC(Cl)Cl.ClC(Cl)Cl.ClC(Cl)Cl.ClC(Cl)Cl.ClC(Cl)Cl.ClC(Cl)Cl.ClC(Cl)Cl.ClC(Cl)Cl. The HOMO-LUMO gap comes out at 9.9 eV. For the HOMO energy, the calculation gives -9.7 eV.

These are the natural (NBO) partial charges, in e, on atoms 1 to 2:
1. Cl 0.023
2. Cl 0.022

***

Record 3
Formula: C5H19NO5
Source: the OMol25 dataset
Level of theory: the ωB97M-V functional and the def2-TZVPD basis

Cartesian coordinates (Å):
O -1.78 3.07 0.58
O -2.92 -0.15 1.90
O -2.57 1.85 -1.97
O -0.51 0.66 2.95
O 3.45 3.14 0.36
N -2.14 -1.34 -1.20
C 1.48 -2.51 -1.01
C 2.26 -1.49 -0.66
C 3.77 -1.62 -0.54
C 0.02 -2.38 -1.13
C -0.79 -1.32 -0.89
H 1.80 -3.53 -1.12
H 1.88 -0.48 -0.54
H 4.21 -1.23 -1.46
H -3.06 -0.20 0.95
H -0.35 -0.36 -0.61
H 4.21 -1.01 0.25
H -3.24 -1.02 2.20
H -0.56 -3.28 -1.32
H -2.34 2.15 -1.07
H -3.52 2.07 -2.05
H 4.11 -2.65 -0.44
H -2.06 3.93 0.83
H 3.01 3.89 0.75
H -1.38 0.55 2.52
H -2.36 -1.97 -1.96
H -1.00 2.79 1.08
H 3.54 2.68 1.21
H -0.67 0.16 3.78
H -2.47 -0.40 -1.41

As for the SMILES: C/C=C/C=C/N.O.O.O.O.O. The calculation puts the relative energy (zero: lowest compared OMol25 entry of this formula, charge and spin) at 35.6 kcal/mol. The HOMO-LUMO gap comes out at 7.5 eV. For the HOMO energy, the calculation gives -7.2 eV.

These are the natural (NBO) partial charges, in e, on atoms 1 to 2:
1. O -0.975
2. O -0.956

***

Record 4
Formula: CH3NS2
Source: the OMol25 dataset
Level of theory: the ωB97M-V functional and the def2-TZVPD basis

Cartesian coordinates (Å):
S 2.64 1.24 -0.79
S -1.93 0.12 -0.79
N -0.67 -0.21 0.48
C 2.71 0.49 0.50
H -0.24 -1.12 0.35
H -2.66 -0.86 -0.32
H 0.13 0.33 0.56

The calculation puts the relative energy (zero: lowest compared OMol25 entry of this formula, charge and spin) at 74.8 kcal/mol. The HOMO-LUMO gap comes out at 8.3 eV. For the HOMO energy, the calculation gives -8.6 eV.

These are the natural (NBO) partial charges, in e, on atoms 1 to 2:
1. S 0.212
2. S 0.122

***

Record 5
Formula: C6H14NO
Source: the OMol25 dataset
Level of theory: the ωB97M-V functional and the def2-TZVPD basis

Cartesian coordinates (Å):
O -0.40 1.61 -2.78
N -0.59 1.12 -0.33
C -1.32 -1.32 1.34
C 1.41 -0.11 -1.24
C -0.90 1.86 -1.61
C 0.98 -0.47 1.74
C 0.00 -0.18 -0.59
C 0.01 -1.11 0.68
H 1.73 -1.00 2.33
H 2.12 0.49 -0.62
H 1.84 -1.10 -1.23
H -1.52 -0.47 1.99
H -0.83 2.95 -1.36
H 1.32 0.43 1.28
H 0.45 -1.98 0.20
H 0.06 1.49 0.37
H 0.43 -0.06 2.59
H -2.05 1.74 -1.73
H 1.34 0.25 -2.31
H -1.45 -2.11 2.08
H -2.05 -1.36 0.55
H -0.59 -0.66 -1.37

As for the spin multiplicity: 2. The calculation puts the relative energy (zero: lowest compared OMol25 entry of this formula, charge and spin) at 31.3 kcal/mol. The HOMO-LUMO gap (spin up / spin down) comes out at 10.1 / 7.5 eV. Its expectation value of S² is 0.76. For the HOMO energy (spin up / spin down), the calculation gives -9.1 / -9.1 eV.

These are the natural (NBO) partial charges, in e, on atoms 1 to 2:
1. O -0.329
2. N -0.666

***

Record 6
Formula: C17H33BF7N6O4
Source: the OMol25 dataset
Level of theory: the ωB97M-V functional and the def2-TZVPD basis

Cartesian coordinates (Å):
F -3.31 -1.38 -1.01
F -4.22 -1.08 1.41
F -1.65 -3.42 1.20
F -3.70 -2.74 2.73
F -1.88 -3.00 -1.30
F -4.45 -3.14 0.72
F -1.62 -1.28 1.64
O -1.94 0.69 -2.66
O 1.26 4.29 -1.60
O -2.52 2.60 2.34
O 0.92 1.14 -1.33
N -2.36 1.46 -0.39
N 0.68 -2.14 -0.13
N 2.24 -0.65 -0.46
N -1.19 -0.83 -0.86
N 4.67 -5.38 -3.20
N 1.03 -0.09 -0.81
C 4.93 -4.19 -2.41
C 0.11 -1.02 -0.60
C 1.10 2.20 -0.33
C 0.43 3.48 -0.81
C 4.57 -4.44 -0.94
C -3.71 -2.32 1.46
C 3.02 -2.84 0.39
C 0.42 3.57 -3.80
C 3.12 -4.06 -0.56
C -3.19 4.35 3.94
C -3.60 3.37 2.86
C -2.25 -2.26 0.94
C 1.97 -1.88 -0.05
C -1.83 1.79 3.28
C 1.61 3.77 -2.88
C -2.68 0.73 3.95
C -2.12 -1.89 -0.59
B -1.84 0.51 -1.33
H 5.27 -3.90 -0.30
H -1.31 2.40 4.02
H 5.35 -6.10 -3.01
H -1.72 2.13 0.01
H 4.72 -5.18 -4.20
H -2.43 5.03 3.57
H 4.31 -3.38 -2.81
H 2.56 -3.85 -1.47
H 3.98 -2.31 0.42
H 2.17 2.39 -0.22
H 5.97 -3.84 -2.47
H -1.06 1.29 2.67
H -3.46 1.14 4.60
H -2.92 1.11 0.38
H 2.62 -4.90 -0.09
H 2.30 4.50 -3.29
H 3.12 -0.17 -0.57
H -3.17 0.11 3.20
H 0.19 4.06 0.08
H -2.05 0.09 4.56
H 0.77 3.37 -4.81
H 2.78 -3.15 1.41
H -4.06 4.94 4.24
H -4.40 2.71 3.22
H -0.18 4.48 -3.82
H -0.23 2.76 -3.50
H 0.69 1.85 0.62
H 4.71 -5.50 -0.74
H -1.39 0.14 -3.22
H -0.51 3.25 -1.32
H -3.99 3.90 1.99
H -2.81 3.86 4.83
H 2.18 2.83 -2.76

The total charge is +1. The HOMO-LUMO gap comes out at 9.0 eV. For the HOMO energy, the calculation gives -11.7 eV.

These are the natural (NBO) partial charges, in e, on atoms 1 to 2:
1. F -0.300
2. F -0.308

***

Record 7
Formula: C4H6ClFS2
Source: the OMol25 dataset
Level of theory: the ωB97M-V functional and the def2-TZVPD basis

Cartesian coordinates (Å):
Cl -1.28 1.60 -1.05
S 1.15 -0.51 -1.92
S -1.30 -1.49 1.70
F 1.28 0.34 2.04
C 1.92 0.28 0.65
C -0.66 -0.79 0.08
C 0.72 -0.16 -0.27
C -0.36 0.69 0.04
H -0.52 -0.46 2.34
H 2.23 1.54 0.23
H -0.89 -1.12 -0.94
H 2.70 -0.61 0.45
H -0.10 1.04 -2.88
H -0.56 1.08 0.93

The calculation puts the relative energy (zero: lowest compared OMol25 entry of this formula, charge and spin) at 155.8 kcal/mol. The HOMO-LUMO gap comes out at 7.1 eV. For the HOMO energy, the calculation gives -8.7 eV.

These are the natural (NBO) partial charges, in e, on atoms 1 to 2:
1. Cl 0.066
2. S -0.010

***

Record 8
Formula: C8H21Br3N5O11Y
Source: the OMol25 dataset
Level of theory: the ωB97M-V functional and the def2-TZVPD basis

Cartesian coordinates (Å):
Y -14.07 -3.43 -7.96
Br -12.34 3.72 -11.49
Br -14.85 2.34 -13.06
Br -11.79 1.51 -13.74
O -11.84 -5.87 -8.23
O -11.02 -3.00 -10.14
O -12.95 -1.43 -7.84
O -16.27 -3.19 -7.35
O -14.33 -5.67 -6.80
O -9.21 -4.05 -10.58
O -13.87 -3.80 -9.86
O -14.05 -4.08 -5.36
O -14.60 -1.19 -9.11
O -18.13 -3.03 -6.31
O -11.86 -4.00 -7.16
N -11.27 -5.01 -7.63
N -17.47 -2.80 -7.28
N -13.47 -0.91 -8.81
N -9.88 -3.03 -10.55
N -14.16 -5.27 -5.66
C -14.43 -4.14 -11.18
C -9.37 -1.75 -11.13
C -12.71 0.19 -9.42
C -13.00 2.92 -13.20
C -14.01 -6.32 -4.62
C -18.00 -2.43 -8.57
C -9.69 -5.06 -7.39
C -15.92 -3.81 -11.24
H -9.59 -5.05 -6.29
H -11.78 0.19 -8.88
H -12.92 -6.24 -4.51
H -13.30 1.14 -9.28
H -19.00 -1.81 -8.31
H -17.17 -1.94 -9.02
H -18.17 -3.45 -9.02
H -8.36 -2.00 -11.52
H -16.17 -3.30 -12.14
H -13.89 -3.50 -11.91
H -9.24 -1.05 -10.31
H -10.11 -1.40 -11.85
H -9.35 -5.99 -7.84
H -9.23 -4.14 -7.76
H -14.53 -6.03 -3.68
H -13.04 3.73 -13.80
H -16.08 -3.05 -10.58
H -12.65 0.10 -10.49
H -14.32 -7.26 -5.00
H -14.28 -5.14 -11.44
H -16.60 -4.63 -11.03

The total charge is +2. The HOMO-LUMO gap comes out at 7.1 eV. For the HOMO energy, the calculation gives -14.4 eV.

These are the Löwdin partial charges, in e, on atoms 1 to 2:
1. Y 1.603
2. Br 0.514

***

Record 9
Formula: C2H3N4S2
Source: the OMol25 dataset
Level of theory: the ωB97M-V functional and the def2-TZVPD basis

Cartesian coordinates (Å):
S -1.31 0.11 -3.54
S -0.86 1.63 -1.23
N 0.79 -1.25 2.59
N 0.62 0.05 0.86
N 1.99 -0.99 2.13
N 1.92 -0.28 1.10
C -0.05 -0.59 1.78
C -0.80 0.11 -1.92
H -1.58 1.35 -3.64
H -1.01 -0.55 1.95
H 0.29 0.42 -0.06

The total charge is -1. As for the spin multiplicity: 3. The HOMO-LUMO gap (spin up / spin down) comes out at 5.3 / 7.3 eV. Its expectation value of S² is 2.01. For the HOMO energy (spin up / spin down), the calculation gives -1.9 / -4.6 eV.

These are the natural (NBO) partial charges, in e, on atoms 1 to 2:
1. S -0.045
2. S -0.299

***

Record 10
Formula: C5H11NO5
Source: the OMol25 dataset
Level of theory: the ωB97M-V functional and the def2-TZVPD basis

Cartesian coordinates (Å):
O 2.36 -1.02 0.99
O 3.69 -1.38 3.00
O 0.92 -0.79 0.94
O 0.26 0.42 -2.49
O -1.97 0.22 -1.23
N 2.89 -1.96 2.38
C 0.32 -0.52 -0.32
C 1.12 0.28 -1.38
C -0.86 1.54 0.52
C -1.85 -0.67 0.93
C -1.10 0.16 -0.09
H -0.42 2.24 -0.20
H -1.43 0.54 -1.99
H 0.69 0.68 -3.32
H -1.81 1.95 0.86
H -1.22 -0.81 1.83
H 0.09 -1.46 -0.89
H 1.40 1.25 -0.94
H 2.03 -0.27 -1.62
H -2.80 -0.14 1.18
H -0.17 1.40 1.37
H -2.13 -1.63 0.47

The calculation puts the relative energy (zero: lowest compared OMol25 entry of this formula, charge and spin) at 101.1 kcal/mol. The HOMO-LUMO gap (spin up / spin down) comes out at 7.8 / 7.8 eV. For the HOMO energy (spin up / spin down), the calculation gives -9.4 / -9.4 eV.

These are the natural (NBO) partial charges, in e, on atoms 1 to 2:
1. O -0.311
2. O -0.140

***

Record 11
Formula: C3H7BO3
Source: the OMol25 dataset
Level of theory: the ωB97M-V functional and the def2-TZVPD basis

Cartesian coordinates (Å):
O -0.28 -2.16 0.54
O -1.49 0.67 0.98
O -2.70 0.39 -0.90
C 1.97 0.78 -0.19
C -2.58 0.77 0.23
C 1.10 -0.35 -0.75
B 0.63 -1.35 0.01
H 1.99 0.76 0.99
H -3.40 1.21 0.78
H 1.07 -0.25 -1.85
H -0.83 0.15 0.49
H 1.46 1.66 -0.58
H 2.91 0.69 -0.65
H 0.14 -2.96 0.91

As for the SMILES: C/C=B/O.O=CO. The calculation puts the relative energy (zero: lowest compared OMol25 entry of this formula, charge and spin) at 83.5 kcal/mol. The HOMO-LUMO gap comes out at 8.6 eV. For the HOMO energy, the calculation gives -8.6 eV.

These are the natural (NBO) partial charges, in e, on atoms 1 to 2:
1. O -0.845
2. O -0.693

***

Record 12
Formula: C19H28FN3O2
Source: the OMol25 dataset
Level of theory: the ωB97M-V functional and the def2-TZVPD basis

Cartesian coordinates (Å):
F -3.38 -5.08 1.19
O 5.09 2.74 2.26
O 2.37 -0.46 1.00
N 2.39 -0.32 -1.20
N 3.40 1.43 2.94
N -2.32 0.58 -0.60
C 4.46 0.37 -0.12
C -3.07 -1.79 2.19
C -2.22 1.81 -1.47
C -4.14 -1.94 0.14
C 5.09 0.37 1.46
C 1.19 -0.64 -1.21
C 3.17 0.10 -2.33
C -3.74 0.48 1.33
C -0.90 2.42 -1.75
C -2.55 1.11 0.56
C 4.59 1.64 2.19
C -1.26 -0.23 -0.83
C -4.00 -3.25 -0.09
C 0.16 1.51 -1.88
C -2.96 -3.14 2.07
C -3.46 -3.91 1.10
C -3.75 -1.08 1.24
C 2.95 -0.29 0.08
C 0.07 0.15 -0.98
H 1.01 -1.09 -2.26
H -3.12 2.56 -1.46
H 6.16 0.45 1.40
H -4.52 -1.26 -0.54
H -3.80 0.85 2.53
H 5.12 -0.12 -0.42
H -1.56 0.73 1.27
H 3.98 -0.76 -2.58
H 3.60 1.03 -2.38
H -0.93 2.89 -0.76
H 2.58 -0.11 -3.26
H -2.68 -1.46 3.26
H -2.52 1.93 0.88
H 0.96 -1.44 -0.62
H 4.74 -0.49 2.19
H -2.39 1.28 -2.66
H -4.40 -3.76 -0.79
H 0.94 2.03 -2.05
H -4.76 0.82 0.75
H -1.22 -1.39 -0.34
H 2.99 2.24 3.20
H 0.45 0.75 0.08
H -1.55 -0.80 -1.98
H 4.57 1.45 -0.39
H 0.03 0.92 -3.03
H -1.11 3.32 -2.47
H 2.70 0.76 2.34
H -2.45 -3.91 2.83

As for the SMILES: CN(C[C@H]1CCCN(CCc2ccc(F)cc2)C1)C(=O)CCC(N)=O. The calculation puts the relative energy (zero: lowest compared OMol25 entry of this formula, charge and spin) at 380.8 kcal/mol. The HOMO-LUMO gap comes out at 9.0 eV. For the HOMO energy, the calculation gives -8.5 eV.

These are the natural (NBO) partial charges, in e, on atoms 1 to 2:
1. F -0.262
2. O -0.607